C6H8HgLiO6 | wB97M-V/def2-TZVPD

## Properties
Orbital gap (alpha / beta) = 0.237 / 0.239 Eh
⟨S²⟩ = 0.75
E_HOMO (alpha / beta) = -0.260 / -0.261 hartree
2S+1 = 2

```
22
C6H8HgLiO6, DFT wB97M-V/def2-TZVPD
O -0.910 -0.628 2.791
C 0.290 -0.879 2.195
C -1.836 -1.671 2.460
O 0.378 -2.277 2.064
C -0.927 -2.869 2.200
H -2.405 -1.380 1.566
H -2.517 -1.806 3.306
H -1.176 -3.410 1.279
H -0.895 -3.574 3.042
O 0.288 -0.428 0.872
Hg 1.532 -2.158 -0.017
C 0.989 0.949 0.027
C 0.721 1.095 -1.445
O 0.768 2.496 -1.810
C 0.584 2.832 -3.089
O 0.402 1.947 -3.964
O 0.674 4.057 -3.369
H 0.397 1.706 0.575
H 2.016 1.255 0.291
H -0.268 0.699 -1.719
H 1.484 0.579 -2.046
Li 0.410 3.463 -5.210
```



C6H8IN3O | wB97M-V/def2-TZVPD

## Properties
Charge = +2
Orbital gap (alpha / beta) = 0.295 / 0.186 Eh
⟨S²⟩ = 2.02
E_HOMO (alpha / beta) = -0.562 / -0.576 hartree
2S+1 = 3

```
19
C6H8IN3O, DFT wB97M-V/def2-TZVPD
C -0.015 1.986 -1.200
C 0.267 -1.678 -0.773
C 1.240 2.088 -1.456
C -1.088 -0.522 0.786
C 1.325 -0.077 0.523
C 0.005 0.488 0.805
N 1.385 -1.127 -0.310
N -0.947 -1.433 -0.170
N -2.144 -0.518 1.558
O -0.567 1.482 -0.145
I 3.008 2.671 -2.052
H -0.765 2.617 -1.773
H 0.311 -2.455 -1.551
H 2.251 0.061 1.096
H 0.041 0.986 1.745
H 2.303 -1.393 -0.581
H -1.731 -2.026 -0.246
H -2.272 0.231 2.189
H -2.608 -1.383 1.555
```



C6H8INO2S | wB97M-V/def2-TZVPD

## Properties
Orbital gap = 0.300 Eh
SMILES = CCC1=C(C)S(=O)(=O)N=C1I
E_HOMO = -0.357 hartree

```
19
C6H8INO2S, DFT wB97M-V/def2-TZVPD
C 1.728 0.215 0.427
C 0.325 0.458 1.056
C -0.481 1.331 0.175
C -1.440 0.902 -0.647
C -1.844 -0.344 -1.215
S -2.156 2.387 -1.558
O -1.870 2.192 -2.983
O -3.530 2.363 -1.157
N -1.293 3.544 -0.717
C -0.319 2.783 0.135
I 0.818 3.933 1.377
H 2.443 0.025 1.079
H 2.052 1.109 0.045
H 1.594 -0.483 -0.334
H 0.417 1.049 1.911
H -0.194 -0.507 1.046
H -1.693 -0.386 -2.310
H -2.819 -0.600 -1.182
H -1.355 -1.134 -0.621
```



C6H8LiNaO6 | wB97M-V/def2-TZVPD

## Properties
Orbital gap = 0.267 Eh
E_HOMO = -0.301 hartree

```
22
C6H8LiNaO6, DFT wB97M-V/def2-TZVPD
Na -2.487 -1.008 1.390
O 0.367 -1.191 0.512
O 2.490 -0.447 0.759
C 3.475 0.068 -0.112
C 2.844 -0.076 -1.496
O 1.464 -0.227 -1.241
C 1.222 -0.261 0.188
H 3.696 1.121 0.124
H 4.392 -0.521 0.008
H 3.191 -0.977 -2.022
H 2.995 0.817 -2.119
Li -0.626 -1.491 -1.110
O 1.187 1.863 1.386
O -0.595 1.442 0.178
C -1.065 1.412 -1.188
C -2.387 0.660 -1.228
O -2.245 -0.666 -0.854
C 0.642 1.135 0.596
H -1.208 2.459 -1.488
H -0.296 0.974 -1.831
H -2.818 0.743 -2.247
H -3.117 1.261 -0.646
```



C6H8LiO6Yb | wB97M-V/def2-TZVPD

## Properties
Orbital gap (alpha / beta) = 0.135 / 0.227 Eh
⟨S²⟩ = 0.75
E_HOMO (alpha / beta) = -0.144 / -0.237 hartree
2S+1 = 2

```
22
C6H8LiO6Yb, DFT wB97M-V/def2-TZVPD
Yb -0.133 1.400 0.515
O -0.322 -0.802 0.828
O 3.046 -1.451 0.243
C 3.911 -0.305 0.432
C 3.090 0.842 -0.123
O 1.788 0.226 -0.313
C 1.813 -1.110 -0.056
H 4.088 -0.201 1.508
H 4.839 -0.489 -0.116
H 3.348 1.238 -1.110
H 3.096 1.711 0.542
Li 0.205 -2.333 -0.718
O -1.689 -2.066 -0.410
O -2.530 -0.524 1.020
C -3.562 0.000 0.179
C -2.958 1.170 -0.608
O -1.619 0.882 -0.860
C -1.503 -1.074 0.321
H -3.867 -0.794 -0.517
H -4.408 0.290 0.814
H -3.099 2.101 -0.025
H -3.535 1.290 -1.544
```



C6H8N | wB97M-V/def2-TZVPD

## Properties
Charge = +1
Orbital gap (alpha / beta) = 0.276 / 0.247 Eh
E_HOMO (alpha / beta) = -0.508 / -0.498 hartree

```
15
C6H8N, DFT wB97M-V/def2-TZVPD
C 3.206 -0.780 0.723
C 2.243 -0.184 0.235
C -0.567 1.005 0.363
C 0.587 1.566 -0.301
C -1.936 -0.708 -0.678
C -1.249 -0.219 0.621
N 1.321 0.350 -0.461
H 3.864 -1.496 1.081
H 0.235 1.902 -1.257
H 1.099 2.327 0.294
H -2.439 -1.515 -0.251
H -1.263 -1.109 -1.460
H -2.568 0.050 -1.171
H -0.585 -1.089 0.903
H -1.949 -0.101 1.359
```



C6H8N | wB97M-V/def2-TZVPD

## Properties
Charge = +1
Orbital gap = 0.369 Eh
SMILES = C=C=[NH+][C@@H]1C=C1C
E_HOMO = -0.526 hartree

```
15
C6H8N, DFT wB97M-V/def2-TZVPD
C -3.093 0.469 -0.156
C -2.020 -0.117 0.169
N -0.937 -0.670 0.496
C 0.215 -0.798 -0.426
C 1.444 -1.527 0.021
C 1.520 -0.181 0.004
C 2.076 1.162 0.099
H -3.165 1.576 0.062
H -3.947 -0.149 -0.694
H -0.601 -1.033 1.349
H -0.237 -0.748 -1.484
H 1.981 -2.447 -0.020
H 1.808 1.546 0.986
H 1.838 1.876 -0.637
H 3.120 1.041 0.232
```



C6H8N | wB97M-V/def2-TZVPD

## Properties
Charge = +1
Orbital gap (alpha / beta) = 0.287 / 0.197 Eh
⟨S²⟩ = 2.03
E_HOMO (alpha / beta) = -0.432 / -0.501 hartree
2S+1 = 3

```
15
C6H8N, DFT wB97M-V/def2-TZVPD
C 1.762 2.441 -1.767
C 0.598 1.838 -1.662
C -0.686 -0.185 0.783
C -1.128 0.699 -0.277
C -0.138 -2.539 1.291
C -0.424 -1.109 1.651
N -0.420 1.261 -1.488
H 2.534 1.955 -2.261
H -1.867 0.094 -0.787
H -1.338 1.682 0.171
H 0.894 -2.744 1.360
H -0.227 -2.656 0.240
H -0.697 -3.227 1.841
H -0.713 -0.992 2.699
H 1.851 3.482 -1.793
```



ΔE to the lowest compared entry with this formula, charge and spin / kJ/mol: 259.36, 0.00, 306.66, 0.00, 0.00, 867.03, 513.35, 231.86
Calculated total energy / a.u.: -845.7067, -769.8067, -1134.4130, -854.7608, -1851.0361, -287.6260, -287.7607, -287.6589